Record 1
Density functional theory data (wB97M-V/def2-TZVPD) for a cluster of 2 separate species, C4H7O2Se in total.

Summary:
- Total charge: -1
- HOMO: -2.2 eV
- HOMO-LUMO gap: 5.81 eV

Last column: Löwdin charge in e.
Geometry (Å):
1 C 1.708 -1.738 1.716  -0.553
2 C -0.746 -1.069 -1.143  -0.311
3 C 0.686 1.539 1.203  -0.453
4 C -0.522 -0.987 0.414  -0.676
5 O 2.444 -2.085 0.887  0.122
6 O 1.296 -1.468 2.772  0.109
7 Se -1.045 0.624 1.319  0.702
8 H -0.360 -1.979 -1.570  0.019
9 H -1.727 -0.904 -1.631  0.028
10 H -0.059 -0.278 -1.639  0.055
11 H 1.307 0.716 1.038  -0.048
12 H 0.783 2.086 0.242  0.008
13 H 0.633 2.237 2.041  -0.005
14 H -1.371 -1.752 0.652  0.003

***

Record 2
Density functional theory data (wB97M-V/def2-TZVPD) for the molecule CH3FN2O2.

Summary:
- HOMO: -10.9 eV
- HOMO-LUMO gap: 11.26 eV
- SMILES: CO/[N+]([O-])=N/F

Last column: Löwdin charge in e.
Geometry (Å):
1 C 1.431 0.074 -0.073  -0.019
2 O 0.177 0.753 -0.279  -0.062
3 N -0.932 -0.060 -0.048  -0.335
4 O -0.720 -1.116 0.533  0.046
5 N -1.946 0.603 -0.363  0.164
6 F -3.083 -0.082 0.163  -0.054
7 H 1.943 -0.101 -0.962  0.065
8 H 2.028 0.760 0.523  0.096
9 H 1.102 -0.832 0.506  0.099

***

Record 3
Density functional theory data (wB97M-V/def2-TZVPD) for a structure of composition C37H36N9O2W.

Summary:
- 2S+1: 3
- Total charge: +1
- HOMO (alpha / beta): -9.4 / -10.2 eV
- HOMO-LUMO gap (alpha / beta): 7.38 / 7.32 eV

Last column: Löwdin charge in e.
Geometry (Å):
1 W -0.261 -0.245 0.009  1.763
2 C 0.294 -0.559 -6.952  -0.041
3 C 0.628 -0.477 -5.491  -0.265
4 C 1.608 -1.287 -4.921  -0.023
5 C 1.861 -1.266 -3.567  -0.022
6 C 1.172 -0.412 -2.692  -0.260
7 N 1.344 -0.492 -1.306  -0.131
8 C 2.665 -0.657 -0.866  -0.244
9 C 3.725 0.006 -1.500  -0.010
10 C 5.033 -0.170 -1.105  -0.022
11 C 5.369 -0.997 -0.031  -0.264
12 C 6.793 -1.153 0.416  -0.044
13 C 4.329 -1.619 0.639  0.030
14 C 3.009 -1.459 0.225  -0.134
15 N 1.985 -2.086 1.007  -0.099
16 C 2.024 -3.325 1.523  -0.046
17 C 1.116 -3.381 2.561  -0.011
18 C 0.559 -2.101 2.604  -0.113
19 N 1.094 -1.297 1.687  0.011
20 C 0.239 0.448 -3.287  -0.129
21 C -0.052 0.386 -4.649  0.020
22 N -0.455 1.450 -2.540  -0.031
23 C -0.804 2.662 -3.017  -0.021
24 C -1.587 3.289 -2.072  -0.007
25 C -1.656 2.389 -1.013  -0.096
26 N -0.972 1.280 -1.298  -0.093
27 H 1.153 -0.890 -7.534  0.082
28 H -0.021 0.410 -7.339  0.081
29 H -0.518 -1.266 -7.131  0.087
30 H 2.168 -1.967 -5.552  0.120
31 H 2.612 -1.928 -3.156  0.123
32 H 3.505 0.659 -2.335  0.125
33 H 5.817 0.357 -1.637  0.120
34 H 7.480 -1.056 -0.423  0.081
35 H 6.962 -2.124 0.880  0.080
36 H 7.058 -0.387 1.148  0.089
37 H 4.530 -2.229 1.511  0.127
38 H 2.707 -4.057 1.124  0.138
39 H 0.884 -4.227 3.181  0.108
40 H -0.225 -1.720 3.239  0.124
41 H -0.836 1.015 -5.052  0.123
42 H -0.462 2.987 -3.983  0.137
43 H -2.029 4.266 -2.132  0.110
44 H -2.146 2.484 -0.060  0.114
45 C 1.913 3.309 1.182  0.006
46 C 0.776 2.338 1.300  -0.409
47 O 0.924 1.244 0.622  -0.216
48 C -0.322 2.604 2.072  -0.023
49 C -1.383 1.683 2.281  -0.318
50 C -2.376 2.010 3.358  -0.022
51 N -1.509 0.572 1.585  -0.092
52 N -2.561 -0.246 2.049  0.101
53 C -2.415 -1.425 1.552  -0.440
54 O -1.412 -1.717 0.766  -0.251
55 C -3.366 -2.520 1.842  -0.146
56 C -4.436 -2.319 2.716  -0.024
57 C -5.319 -3.352 2.971  -0.071
58 C -5.141 -4.587 2.358  -0.077
59 C -4.079 -4.788 1.491  -0.073
60 C -3.188 -3.757 1.232  -0.022
61 H 2.784 2.804 0.770  0.085
62 H 2.161 3.745 2.148  0.091
63 H 1.633 4.126 0.514  0.094
64 H -0.337 3.521 2.641  0.114
65 H -2.172 2.993 3.772  0.079
66 H -2.321 1.266 4.153  0.091
67 H -3.395 1.966 2.975  0.086
68 H -4.563 -1.353 3.185  0.111
69 H -6.148 -3.197 3.648  0.107
70 H -5.833 -5.394 2.559  0.106
71 H -3.945 -5.752 1.018  0.105
72 H -2.353 -3.902 0.560  0.108
73 N 0.208 -3.240 -1.585  0.177
74 C -0.922 -2.700 -2.105  -0.361
75 C -1.692 -3.453 -3.020  -0.001
76 C -2.894 -2.969 -3.450  -0.046
77 C -3.344 -1.734 -2.966  -0.051
78 C -2.532 -1.049 -2.108  -0.122
79 N -1.317 -1.483 -1.699  -0.008
80 H 0.591 -4.045 -2.050  0.114
81 H 0.860 -2.609 -1.145  0.053
82 H -1.317 -4.413 -3.346  0.118
83 H -3.494 -3.544 -4.143  0.117
84 H -4.301 -1.321 -3.245  0.110
85 H -2.846 -0.093 -1.712  0.107

***

Record 4
Density functional theory data (wB97M-V/def2-TZVPD) for the molecule C21H19FN6O2S.

Summary:
- HOMO: -9.0 eV
- HOMO-LUMO gap: 9.23 eV
- SMILES: O=C(c1cccs1)N1CCC[C@H](c2nc3c(nnn3Cc3ccc(F)cc3)c(=O)[nH]2)C1

Last column: Löwdin charge in e.
Geometry (Å):
1 O 0.353 0.349 -2.875  0.030
2 C -0.540 -0.110 -2.175  -0.493
3 C -1.659 0.754 -1.779  -0.416
4 C -2.984 0.541 -1.513  -0.121
5 C -3.689 1.735 -1.265  -0.182
6 C -2.893 2.836 -1.352  -0.393
7 S -1.276 2.443 -1.762  1.102
8 N -0.540 -1.413 -1.783  -0.024
9 C -1.352 -1.943 -0.702  -0.143
10 C -0.591 -3.006 0.092  -0.155
11 C 0.821 -2.528 0.420  -0.124
12 C 1.591 -2.091 -0.842  -0.181
13 C 2.061 -0.666 -0.739  -0.273
14 N 1.387 0.172 -0.016  0.208
15 C 1.862 1.438 -0.054  -0.206
16 C 2.988 1.886 -0.762  -0.124
17 N 3.135 3.206 -0.503  0.087
18 N 2.212 3.573 0.284  0.049
19 N 1.412 2.534 0.588  -0.052
20 C 0.265 2.731 1.439  -0.091
21 C -0.197 1.448 2.067  -0.219
22 C 0.665 0.717 2.877  -0.033
23 C 0.257 -0.475 3.447  -0.007
24 C -1.031 -0.919 3.205  -0.285
25 F -1.434 -2.089 3.745  0.057
26 C -1.914 -0.204 2.419  -0.009
27 C -1.485 0.982 1.848  -0.027
28 C 3.739 0.959 -1.568  -0.391
29 O 4.724 1.113 -2.243  0.096
30 N 3.158 -0.327 -1.459  0.209
31 C 0.658 -2.162 -2.071  -0.092
32 H -3.455 -0.424 -1.524  0.109
33 H -4.739 1.770 -1.035  0.103
34 H -3.170 3.861 -1.206  0.067
35 H -2.269 -2.385 -1.112  0.124
36 H -1.623 -1.123 -0.033  0.096
37 H -1.132 -3.201 1.018  0.112
38 H -0.553 -3.943 -0.466  0.110
39 H 1.363 -3.322 0.934  0.119
40 H 0.750 -1.670 1.089  0.085
41 H 2.453 -2.740 -1.022  0.146
42 H -0.541 3.176 0.844  0.093
43 H 0.566 3.458 2.201  0.136
44 H 1.666 1.079 3.058  0.126
45 H 0.917 -1.056 4.070  0.123
46 H -2.915 -0.574 2.262  0.124
47 H -2.165 1.548 1.229  0.103
48 H 3.610 -1.033 -2.029  0.166
49 H 0.401 -3.197 -2.301  0.133
50 H 1.133 -1.708 -2.944  0.130